47
Properties=species:S:1:pos:R:3 method="wB97M-V/def2-TZVPD" largest_force_ha_per_bohr=0.018 lumo_energy_ev="-5.939 / -6.009" total_charge=+1 de_lowest_kj_mol=93.4 energy_ev=-136451.0776
H -2.986 2.593 1.649
C -3.175 3.503 1.077
H -4.251 5.119 -1.701
H -0.407 3.735 2.546
H 2.882 2.143 0.626
N 5.670 0.871 -1.887
H 3.225 3.744 0.059
H 2.624 2.568 -1.086
Cl 0.484 0.441 2.299
C 2.516 2.915 -0.059
N 1.752 -0.263 -0.567
H -4.057 0.909 -0.710
H 1.216 3.079 2.770
H 0.106 -1.527 4.299
C 0.635 3.834 2.241
N 3.415 -2.434 -4.066
H -1.448 -3.471 4.390
C -0.570 -0.978 2.335
H -3.060 4.518 -2.851
As -0.756 2.564 -1.111
Ru 0.511 1.044 0.057
H 1.410 6.091 0.085
Si -3.093 3.186 -0.758
H -5.213 2.107 -1.310
C -0.559 -1.753 3.477
Si 0.872 3.730 0.388
H -2.961 -3.925 2.480
C -4.167 1.789 -1.342
C 2.624 -0.469 -1.340
H -4.184 3.846 1.323
H -2.481 4.279 1.401
C -2.278 -3.088 2.452
S -1.337 -0.214 -0.223
H 0.740 5.466 -1.425
C -1.429 -2.829 3.521
C 3.524 -1.648 -3.235
H -2.548 5.510 -1.478
C 4.783 0.159 -2.058
C 3.632 -0.669 -2.207
C -3.235 4.725 -1.794
Cl -3.330 -2.612 0.021
C -1.377 -1.193 1.233
H 0.985 4.810 2.585
H -0.329 5.845 -0.062
C -2.256 -2.281 1.329
C 0.643 5.434 -0.340
H -3.940 1.504 -2.370